# 1
Here is a structure of composition C21H37Cl8MgO14S from the Open Molecules 2025 dataset. Energies are from wB97M-V/def2-TZVPD.

## Properties
- E_HOMO (eV) = -6.13
- frontier orbital gap (eV) = 7.98
- F_max (hartree/bohr) = 0.140
- E (eV) = -167506.6764
- total charge = -1

CARTESIAN COORDINATES (ANGSTROEM)
C 17.327 -24.904 -27.623
H 16.941 -19.893 -28.548
Cl 19.991 -25.767 -22.896
C 20.879 -23.366 -30.901
Cl 16.947 -20.505 -31.303
C 16.780 -20.967 -28.648
C 15.253 -25.585 -31.813
C 14.372 -22.854 -25.622
O 21.062 -22.037 -30.964
O 18.269 -25.466 -28.394
H 16.331 -24.879 -28.065
Cl 15.582 -25.926 -33.548
C 22.144 -21.731 -31.773
C 17.555 -21.392 -29.871
Cl 14.546 -23.071 -32.504
C 23.362 -23.171 -33.458
H 23.708 -24.203 -33.515
C 17.272 -30.611 -26.656
H 16.005 -28.987 -30.196
H 17.316 -27.833 -27.014
H 16.431 -27.413 -29.481
H 23.697 -23.241 -31.373
H 13.539 -21.120 -26.591
Cl 16.041 -22.151 -25.266
C 20.438 -21.914 -23.349
H 21.787 -21.288 -32.703
O 20.760 -26.862 -27.720
O 22.769 -27.275 -28.800
H 15.985 -26.072 -31.169
O 20.417 -20.854 -25.459
H 20.609 -22.881 -22.876
H 19.907 -23.631 -25.139
O 17.955 -29.634 -26.298
H 18.972 -28.224 -27.414
H 19.817 -25.848 -25.243
H 13.536 -21.141 -24.819
O 19.530 -20.455 -27.533
C 20.017 -21.192 -26.657
C 17.410 -29.317 -28.580
H 17.235 -25.506 -26.719
Mg 20.059 -25.784 -29.122
H 24.220 -22.549 -33.716
H 15.434 -28.478 -28.610
O 20.182 -22.478 -26.838
H 20.791 -21.155 -22.650
H 16.620 -23.908 -31.837
C 22.840 -23.032 -32.014
H 21.615 -27.381 -24.394
C 13.382 -21.746 -25.712
O 16.962 -31.555 -25.930
C 15.584 -24.163 -31.614
Cl 14.964 -21.375 -28.856
C 21.009 -21.884 -24.812
H 14.212 -25.815 -31.587
H 15.698 -23.882 -30.567
C 16.295 -28.476 -29.278
O 16.900 -30.471 -27.965
Cl 20.230 -29.069 -23.529
O 19.964 -23.959 -30.326
H 14.422 -23.395 -26.567
C 17.973 -28.650 -27.313
H 17.582 -23.917 -27.235
O 21.783 -25.213 -28.659
H 19.374 -21.681 -23.302
C 20.600 -27.728 -24.587
S 22.096 -26.397 -27.869
H 22.087 -21.812 -24.670
H 18.623 -21.178 -29.821
H 22.791 -20.942 -31.391
H 13.976 -23.445 -24.796
H 22.544 -22.962 -34.146
C 19.647 -26.561 -24.436
O 21.795 -23.984 -31.681
Cl 11.629 -22.277 -25.592
H 21.534 -23.608 -25.823
H 17.533 -22.471 -30.018
H 20.526 -28.202 -25.566
H 17.199 -21.434 -27.757
H 18.206 -29.593 -29.271
O 22.795 -26.037 -26.678
H 18.600 -26.862 -24.391
C 20.645 -23.004 -25.639

Here are the Löwdin charges for atoms 1 to 2, given in e:
1. C -0.3286
2. H 0.0730

=====

# 2
Here is a cluster of 3 separate species, C21H37ClN3O9PS in total from the Open Molecules 2025 dataset. Energies are from wB97M-V/def2-TZVPD.

## Properties
- E_HOMO (eV) = -9.29
- frontier orbital gap (eV) = 7.37
- F_max (hartree/bohr) = 0.027
- E (eV) = -77921.1191
- SMILES = NC[C@H](O)CC1=C(CCCS(=O)(=O)O)C(=O)C(CCCCl)=C([PH2]=O)C1=O.CNC(C)=O.CNC(C)=O
- total charge = 0

CARTESIAN COORDINATES (ANGSTROEM)
H -0.541 2.512 -4.030
N 0.991 4.776 -4.390
H 3.185 1.665 3.633
H 2.499 2.577 0.176
C -1.575 -2.649 1.682
C 0.983 3.871 -3.367
C 1.507 -4.927 3.713
H 4.462 -0.199 3.253
O 0.983 -6.249 3.843
H -0.406 -4.545 2.897
H 4.334 -4.158 3.168
H 3.932 -5.510 3.950
C 1.303 1.525 1.650
H -3.924 6.451 -2.907
Cl 2.103 0.340 -1.302
N -2.578 4.914 -3.371
O -3.798 -1.824 -0.405
C 1.929 -0.495 3.004
H -2.669 -5.160 -0.281
C -2.986 6.306 -3.427
P 3.308 0.299 3.887
H 3.389 2.085 1.564
O -5.089 -3.766 -0.984
C 0.587 4.572 -5.771
H -2.283 -1.871 1.451
H -0.225 5.254 -6.033
H -0.166 -3.867 4.461
H -3.368 -4.236 1.025
H -5.246 4.578 -2.768
S -3.760 -3.267 -1.023
H -1.085 -2.971 -0.394
C -2.786 -4.171 0.120
H -4.904 3.260 -1.645
C -3.214 3.874 -2.773
H 3.245 -0.301 0.699
C 3.137 0.586 0.109
C -1.433 -3.533 0.455
C 2.532 -4.910 2.589
H 1.425 4.767 -6.441
H -2.226 6.937 -2.963
H -0.789 -4.364 0.684
C 0.549 -2.624 2.959
C -0.004 -0.688 1.554
H 2.507 -3.989 2.030
H 2.351 -5.721 1.898
C -0.304 -2.022 2.117
H -3.080 -1.286 -0.772
C 1.753 -1.907 3.388
C 0.297 -4.000 3.493
H 1.328 5.685 -4.120
H -1.714 4.656 -3.821
O -3.086 -3.236 -2.281
H 0.845 -6.607 2.969
H -4.355 4.897 -1.264
H 0.535 1.885 -2.780
O 1.357 4.200 -2.253
O 2.605 -2.444 4.076
H 0.459 1.813 1.050
O -0.647 -0.267 0.622
C 1.125 0.111 2.116
H 1.946 -4.723 4.668
H -2.002 -3.208 2.492
N 3.919 -5.065 3.049
C 0.493 2.481 -3.685
H 1.123 2.015 -4.444
H 4.115 0.809 -0.275
C -4.514 4.177 -2.067
H -3.109 6.620 -4.465
H 0.249 3.554 -5.924
H 1.294 2.135 2.538
O 3.291 0.049 5.335
O -2.728 2.752 -2.822
C 2.620 1.773 0.881

Here are the Löwdin charges for atoms 1 to 2, given in e:
1. H 0.0632
2. N 0.0003